1.
{
  "formula": "C3H7ClS",
  "method": "wB97M-V/def2-TZVPD",
  "max_force_ha_per_bohr": 0.060,
  "orbital_gap_ev": 8.13,
  "relative_energy_kcal_mol": 88.57,
  "multiplicity": 1,
  "species": ["C", "C", "C", "S", "Cl", "H", "H", "H", "H", "H", "H", "H"],
  "positions_angstrom": [[1.445, -0.578, 0.492], [-1.283, -1.046, -0.260], [-0.546, 1.401, -0.093], [-0.599, -0.122, 0.894], [3.044, 0.317, 0.643], [1.132, -0.732, -0.482], [1.744, -1.432, 1.113], [-1.662, -1.995, -0.067], [-1.763, -0.768, -1.282], [0.427, 1.408, -0.558], [-1.160, 1.295, -0.954], [-0.780, 2.253, 0.553]],
  "forces_ev_per_a": [[0.9, 0.5, 2.9], [-1.6, 0.4, -2.3], [0.6, 0.1, 0.7], [0.9, 0.2, -1.2], [-1.0, 0.3, -0.3], [0.2, -0.6, -2.2], [-1.0, -0.2, -0.6], [-0.2, -1.5, 1.2], [1.7, 0.4, 1.9], [0.7, 0.6, 0.4], [-1.2, 0.0, -0.1], [0.2, -0.1, -0.5]]
}


2.
{
  "formula": "C25H66ClN5O10",
  "method": "wB97M-V/def2-TZVPD",
  "max_force_ha_per_bohr": 0.080,
  "orbital_gap_ev": 7.02,
  "multiplicity": 1,
  "species": ["O", "H", "H", "H", "Cl", "O", "O", "O", "O", "C", "C", "C", "O", "C", "N", "H", "H", "H", "H", "H", "H", "H", "H", "H", "H", "H", "C", "C", "C", "O", "C", "N", "H", "H", "H", "H", "H", "H", "H", "H", "H", "H", "H", "C", "C", "C", "O", "C", "N", "H", "H", "H", "H", "H", "H", "H", "H", "H", "H", "H", "C", "C", "C", "O", "C", "N", "H", "H", "H", "H", "H", "H", "H", "H", "H", "H", "H", "C", "C", "C", "C", "C", "C", "N", "O", "C", "C", "C", "H", "H", "H", "H", "H", "H", "H", "H", "H", "H", "H", "H", "H", "H", "H", "H", "H", "H", "H"],
  "positions_angstrom": [[2.479, 1.012, 2.977], [1.642, 0.544, 2.940], [3.061, 0.535, 3.572], [2.268, 1.929, 3.167], [-0.251, 0.318, 0.476], [0.684, -0.747, 0.663], [-0.079, 1.270, 1.557], [-0.061, 0.947, -0.822], [-1.562, -0.352, 0.557], [3.486, -3.071, 5.493], [2.880, -1.943, 4.613], [1.661, -1.301, 5.203], [0.966, -0.542, 4.282], [-0.350, -0.059, 4.623], [3.926, -0.908, 4.310], [4.377, -3.488, 5.024], [2.772, -3.842, 5.779], [3.865, -2.754, 6.465], [2.592, -2.327, 3.635], [1.940, -0.706, 6.073], [1.014, -2.028, 5.694], [-0.904, 0.513, 3.879], [-0.199, 0.332, 5.629], [-1.099, -0.830, 4.800], [4.635, -1.464, 3.855], [4.375, -0.660, 5.181], [2.897, 8.748, -1.385], [2.272, 7.819, -0.341], [1.751, 6.423, -1.014], [1.342, 5.678, 0.051], [1.029, 4.363, -0.314], [3.371, 7.390, 0.570], [2.050, 9.119, -1.962], [3.758, 8.305, -1.885], [3.375, 9.579, -0.868], [1.437, 8.336, 0.132], [2.550, 5.881, -1.520], [0.986, 6.470, -1.790], [0.091, 4.467, -0.859], [0.966, 3.742, 0.580], [1.743, 3.830, -0.943], [2.840, 6.643, 0.993], [4.149, 6.888, 0.166], [0.351, -5.161, 4.384], [-0.965, -4.441, 4.623], [-1.477, -3.482, 3.537], [-2.673, -2.949, 3.873], [-3.533, -2.402, 2.866], [-1.906, -5.534, 5.000], [0.617, -5.992, 5.036], [1.130, -4.403, 4.469], [0.394, -5.569, 3.374], [-0.814, -3.783, 5.479], [-1.470, -4.008, 2.582], [-0.765, -2.678, 3.350], [-3.892, -3.112, 2.121], [-3.125, -1.512, 2.386], [-4.352, -2.126, 3.529], [-2.794, -5.058, 4.940], [-1.638, -5.864, 5.916], [2.692, -2.905, -2.325], [2.913, -1.498, -2.868], [4.102, -1.314, -3.917], [5.350, -1.811, -3.394], [6.361, -2.134, -4.337], [1.584, -1.107, -3.262], [3.708, -3.180, -2.040], [2.320, -3.504, -3.156], [1.980, -2.904, -1.500], [3.068, -0.769, -2.073], [4.261, -0.264, -4.164], [3.703, -1.868, -4.767], [6.964, -3.040, -4.279], [6.992, -1.253, -4.451], [5.891, -2.222, -5.317], [0.939, -1.882, -3.315], [1.174, -0.751, -2.410], [-4.896, 2.883, -3.357], [-4.432, 1.439, -3.009], [-5.740, 0.591, -3.032], [-5.501, -0.974, -2.911], [-4.454, -1.433, -3.969], [-3.184, -0.597, -3.977], [-3.467, 0.879, -3.972], [-2.379, 1.700, -4.159], [-2.326, -1.219, -2.804], [-2.401, -1.080, -5.252], [-3.887, 1.374, -1.509], [-4.123, 3.641, -3.486], [-5.600, 3.449, -2.747], [-5.044, 2.913, -4.437], [-6.424, 0.917, -2.249], [-6.330, 0.749, -3.935], [-6.423, -1.514, -3.127], [-5.220, -1.235, -1.891], [-4.898, -1.660, -4.938], [-4.217, -2.452, -3.666], [-2.878, -1.175, -1.865], [-2.328, -2.304, -2.907], [-1.371, -0.709, -2.679], [-1.454, -0.581, -5.462], [-2.173, -2.130, -5.066], [-3.134, -0.907, -6.040], [-2.797, 1.411, -1.514], [-4.371, 0.536, -1.008], [-4.317, 2.168, -0.899], [-2.046, 1.744, -3.259]],
  "forces_ev_per_a": [[-0.2, 1.7, -2.0], [-1.5, -1.2, -0.2], [1.7, -1.4, 1.5], [0.2, 0.5, 0.2], [-1.9, -2.2, -0.9], [1.7, -0.2, 0.1], [0.1, 0.6, 0.3], [-0.2, 0.0, 1.0], [0.7, 1.8, 0.0], [-0.2, 0.3, 0.2], [0.6, -0.2, 0.1], [-0.5, -0.3, 1.8], [-1.1, 0.6, -2.2], [-0.1, -1.2, 1.8], [-0.7, -0.3, 0.1], [-0.3, -0.3, -0.3], [0.0, -0.1, -0.6], [-0.1, 0.8, 0.1], [0.0, -0.3, 0.0], [0.4, 0.6, 0.2], [-0.2, -0.6, -0.5], [1.3, 0.7, -0.2], [-0.5, 1.1, -0.1], [0.4, -1.0, -0.1], [0.4, 0.4, -0.6], [0.0, 0.2, 0.4], [-0.6, 0.2, 1.0], [2.2, -2.0, -2.8], [0.7, 2.3, -0.2], [0.1, -0.9, 1.5], [-0.8, -0.3, 0.1], [-2.0, 0.3, 1.3], [0.6, 0.1, -0.8], [-0.6, -0.4, -0.6], [-0.4, 0.3, 0.2], [0.3, -0.3, 0.6], [0.8, 0.3, -0.1], [-0.6, 0.6, 0.0], [-0.3, -0.9, 0.0], [-0.5, 0.2, 0.0], [0.5, 0.5, -0.3], [0.5, -0.4, 1.2], [0.0, 0.3, -1.0], [0.7, 1.1, -1.2], [0.1, -1.1, 1.3], [2.1, -1.3, -1.3], [-1.7, 0.1, 0.6], [-0.1, 0.2, 1.3], [0.1, 1.4, -1.5], [-0.5, 0.2, 0.4], [0.4, -0.2, -0.2], [0.0, 0.0, -0.1], [0.0, 0.2, 0.5], [-0.5, -0.4, -0.3], [0.6, 0.1, 0.3], [0.3, -0.3, 0.0], [0.2, -0.1, -0.1], [-0.4, 0.3, -0.6], [-0.6, -0.6, 0.8], [-0.6, 0.1, 0.1], [2.2, 0.5, -0.2], [0.1, 0.2, 1.0], [-1.0, -0.7, 0.9], [-0.6, -1.1, 0.6], [-0.9, 1.4, -1.6], [-1.5, 1.4, -0.9], [-0.2, -1.1, 0.4], [0.1, -0.3, 0.1], [0.2, 0.0, 0.0], [0.9, -0.4, 0.4], [-0.4, 0.1, -0.1], [0.7, -0.1, -0.6], [-0.3, -0.1, 1.2], [0.5, -0.1, 0.2], [-0.1, -0.1, -0.3], [0.3, -0.7, -1.0], [0.0, 1.1, 0.1], [1.9, 0.5, -1.7], [-1.0, -0.1, 1.8], [0.1, -1.6, -0.2], [0.1, 1.4, -1.0], [-1.2, -0.3, 1.2], [1.8, -1.0, 0.2], [-2.4, -1.4, -1.1], [0.5, -0.1, 0.5], [-1.3, 1.0, 0.7], [-1.0, 1.1, 0.6], [-1.2, 0.4, -1.0], [1.1, -0.3, 1.0], [-0.5, -1.0, 0.0], [-1.5, -0.4, -0.1], [0.3, 0.1, 0.4], [0.4, 0.2, -0.4], [-0.2, 0.1, 0.1], [0.3, 0.0, -0.1], [-0.2, 1.0, -0.3], [0.5, -0.1, 0.1], [0.1, 0.7, 0.3], [0.9, 0.1, -0.6], [0.2, -0.4, 0.0], [-0.2, 0.3, 0.2], [-0.3, 0.0, -0.4], [0.5, -0.3, -0.6], [-0.1, -0.3, 0.6], [1.0, -0.6, -0.1], [0.4, 0.6, -0.3], [1.1, 0.5, 0.3]]
}


3.
{
  "formula": "C4H11N3O",
  "method": "wB97M-V/def2-TZVPD",
  "smiles": "C/N=C(\\NN)[C@@H](C)O",
  "max_force_ha_per_bohr": 0.098,
  "orbital_gap_ev": 9.56,
  "relative_energy_kcal_mol": 70.67,
  "multiplicity": 1,
  "species": ["C", "N", "C", "N", "N", "C", "C", "O", "H", "H", "H", "H", "H", "H", "H", "H", "H", "H", "H"],
  "positions_angstrom": [[1.480, 1.706, 0.244], [0.241, 1.147, -0.307], [-0.112, -0.110, -0.518], [0.730, -1.144, -0.573], [2.101, -1.209, -0.328], [-1.579, -0.367, -0.571], [-1.990, -0.759, 0.909], [-2.219, 0.881, -0.950], [2.333, 1.632, -0.435], [1.482, 2.753, 0.557], [1.835, 1.125, 1.096], [0.372, -2.043, -0.958], [2.428, -1.080, 0.643], [2.543, -0.586, -0.944], [-1.873, -1.092, -1.334], [-1.527, -1.677, 1.265], [-1.598, -0.016, 1.644], [-3.056, -0.699, 1.110], [-1.592, 1.538, -0.550]],
  "forces_ev_per_a": [[0.8, -1.4, -0.5], [-1.3, -1.0, 0.4], [2.7, 4.2, 0.8], [-0.4, -3.4, -0.2], [-0.1, -0.5, 0.7], [-1.6, 1.5, 0.7], [0.7, 1.0, 0.2], [0.6, -1.0, 0.8], [0.0, 0.1, -0.4], [-0.9, -0.1, -0.2], [-0.2, 0.1, 0.4], [0.3, 1.2, 0.7], [-0.9, 0.1, -0.8], [1.0, 0.9, -0.7], [0.1, -0.2, 0.3], [-0.3, -0.4, -0.3], [0.1, -0.1, -0.9], [-0.2, -0.5, -0.5], [-0.3, -0.3, -0.5]]
}


4.
{
  "formula": "BrCd3N4O12",
  "method": "wB97M-V/def2-TZVPD",
  "max_force_ha_per_bohr": 0.099,
  "total_charge": 1,
  "orbital_gap_ev": 1.18,
  "relative_energy_kcal_mol": 425.17,
  "multiplicity": 1,
  "species": ["Cd", "Cd", "Cd", "N", "O", "O", "O", "N", "O", "O", "O", "N", "O", "O", "O", "N", "O", "O", "O", "Br"],
  "positions_angstrom": [[-5.016, 2.116, 0.512], [0.596, -2.660, 4.986], [3.299, 4.504, -1.870], [-2.750, -6.302, 3.505], [-3.605, -6.741, 4.216], [-2.257, -6.908, 2.556], [-2.173, -5.345, 3.895], [-5.698, 1.614, -4.896], [-5.107, 1.820, -3.829], [-5.842, 2.590, -5.724], [-5.914, 0.426, -5.189], [0.027, 0.254, 0.207], [-0.923, 1.004, 0.221], [-0.053, -0.687, 0.970], [1.020, 0.561, -0.448], [7.340, 3.162, 1.263], [6.076, 3.098, 1.010], [7.696, 4.272, 0.923], [7.995, 2.168, 1.654], [5.289, 1.052, -3.962]],
  "forces_ev_per_a": [[0.1, -0.1, -0.2], [-0.1, -0.2, -0.3], [0.5, -0.6, -0.1], [1.2, -3.4, -0.6], [-2.2, -0.9, 0.3], [-0.8, 0.0, -0.7], [1.9, 4.6, 1.1], [1.4, 0.3, -2.3], [-0.7, 0.6, 0.0], [-0.2, -2.7, 2.4], [-0.5, 1.8, 0.1], [1.2, 1.3, 0.1], [-2.1, 1.5, -0.5], [0.7, -2.0, 0.6], [0.1, -0.8, 0.0], [-1.2, -2.1, -0.8], [0.4, -1.3, 0.8], [2.1, 0.5, 0.6], [-1.5, 3.0, -0.7], [-0.3, 0.5, 0.3]]
}